9
Properties=species:S:1:pos:R:3:forces:R:3 method="wB97M-V/def2-TZVPD" homo_energy_ev=-9.5 homo_lumo_gap_ha=0.3207 charge=0 max_force_ev_per_a=5.05 de_lowest_kcal_mol=50.6
C -1.580 -0.685 -0.100 1.096 1.040 0.301
N -0.494 -1.053 0.904 -2.250 -1.205 -0.275
N 0.284 -0.104 0.938 0.803 -2.905 2.083
N -0.068 0.840 0.072 0.951 4.677 -1.664
N -1.118 0.634 -0.493 -1.948 -0.463 -0.875
H -1.413 -1.179 -1.053 0.025 -0.901 -0.032
H -2.673 -0.694 0.111 1.017 -0.315 0.514
I 3.378 1.078 0.581 0.132 -0.006 0.620
H 3.683 1.162 -0.960 0.175 0.078 -0.671